ORCA calculation (ωB97M-V/def2-TZVPD) on 2 unconnected molecules or ions with the total composition C4H11N2.

Each atom is followed by the atoms it is bonded to, with distances in Å.
Positions of all 17 atoms, in Å:
1 C 1.761 -0.181 0.688  C2 1.491, N6 1.468, H7 1.060, H8 1.154
2 C 1.651 -0.762 -0.681  C1 1.491, N6 1.446, H9 1.081, H10 1.145
3 C -1.991 -0.514 0.567  N5 1.383, H11 1.065, H12 1.032, H13 1.090
4 C -0.684 1.245 -0.168  N5 1.299, H14 1.139, H15 1.102
5 N -1.340 0.159 -0.451  C3 1.383, C4 1.299, H16 1.020
6 N 1.266 0.612 -0.444  C1 1.468, C2 1.446, H17 1.065
7 H 0.884 -0.434 1.227  C1 1.060
8 H 2.760 -0.128 1.265  C1 1.154
9 H 2.482 -0.888 -1.361  C2 1.081
10 H 0.810 -1.525 -0.829  C2 1.145
11 H -1.863 -1.549 0.353  C3 1.065
12 H -1.797 -0.210 1.534  C3 1.032
13 H -3.075 -0.519 0.458  C3 1.090
14 H -0.537 1.330 0.958  C4 1.139
15 H -0.411 2.052 -0.868  C4 1.102
16 H -1.794 -0.036 -1.342  N5 1.020
17 H 1.878 1.350 -0.905  N6 1.065

Computed properties:
- net charge = +1
- relative energy (zero: lowest compared OMol25 entry of this formula, charge and spin) (kJ/mol) = 366.65
- LUMO energy (eV) = -3.32

---

ORCA calculation (ωB97M-V/def2-TZVPD) on 4 unconnected molecules or ions with the total composition C25H61N4O2.

Each atom is followed by the atoms it is bonded to, with distances in Å.
Positions of all 92 atoms, in Å:
1 C 3.036 -2.705 -2.157  C2 1.664, H11 1.179, H12 1.175, H13 1.192
2 C 2.026 -1.756 -3.078  C1 1.664, C3 1.668, H14 1.185, H15 1.179
3 C 0.549 -2.530 -3.046  C2 1.668, O4 1.471, H16 1.170, H17 1.191
4 O -0.352 -2.041 -4.101  C3 1.471, C5 1.471
5 C -1.640 -1.570 -3.569  O4 1.471, C6 1.647, O10 1.484, H18 1.194
6 C -2.618 -2.759 -2.982  C5 1.647, N7 1.513, H19 1.194, H20 1.194
7 N -2.420 -3.074 -1.516  C6 1.513, C8 1.515, H21 1.065, H22 1.062
8 C -2.379 -1.784 -0.724  N7 1.515, C9 1.648, H23 1.186, H24 1.194
9 C -2.526 -0.426 -1.646  C8 1.648, O10 1.473, H25 1.171, H26 1.191
10 O -1.427 -0.445 -2.626  C5 1.484, C9 1.473
11 H 3.942 -3.087 -2.808  C1 1.179
12 H 3.354 -2.034 -1.246  C1 1.175
13 H 2.421 -3.613 -1.692  C1 1.192
14 H 2.373 -1.701 -4.210  C2 1.185
15 H 1.971 -0.668 -2.628  C2 1.179
16 H 0.146 -2.416 -1.953  C3 1.170
17 H 0.804 -3.681 -3.213  C3 1.191
18 H -2.225 -1.097 -4.495  C5 1.194
19 H -3.778 -2.503 -3.109  C6 1.194
20 H -2.475 -3.781 -3.582  C6 1.194
21 H -3.217 -3.709 -1.208  N7 1.065
22 H -1.550 -3.673 -1.411  N7 1.062
23 H -3.194 -1.792 0.137  C8 1.186
24 H -1.289 -1.730 -0.241  C8 1.194
25 H -3.582 -0.278 -2.132  C9 1.171
26 H -2.337 0.492 -0.910  C9 1.191
27 C -1.427 -0.142 6.915  C28 1.526, H34 1.095, H35 1.095, H36 1.094
28 C -0.621 -0.502 5.670  C27 1.526, N29 1.465, H37 1.097, H38 1.096
29 N -1.174 -1.632 4.919  C28 1.465, C30 1.466, C32 1.464
30 C -0.248 -2.178 3.923  N29 1.466, C31 1.524, H39 1.097, H40 1.098
31 C 0.164 -1.271 2.769  C30 1.524, H41 1.092, H42 1.095, H43 1.094
32 C -2.563 -1.500 4.477  N29 1.464, C33 1.525, H44 1.096, H45 1.098
33 C -2.921 -0.299 3.608  C32 1.525, H46 1.094, H47 1.095, H48 1.090
34 H -1.573 -1.016 7.559  C27 1.095
35 H -0.894 0.616 7.497  C27 1.095
36 H -2.407 0.271 6.660  C27 1.094
37 H 0.388 -0.765 6.013  C28 1.097
38 H -0.514 0.390 5.042  C28 1.096
39 H -0.663 -3.107 3.511  C30 1.097
40 H 0.665 -2.492 4.446  C30 1.098
41 H -0.646 -1.139 2.049  C31 1.092
42 H 0.999 -1.725 2.226  C31 1.095
43 H 0.496 -0.286 3.111  C31 1.094
44 H -3.203 -1.477 5.366  C32 1.096
45 H -2.869 -2.416 3.953  C32 1.098
46 H -2.530 0.640 4.009  C33 1.094
47 H -4.010 -0.198 3.555  C33 1.095
48 H -2.562 -0.415 2.585  C33 1.090
49 C -3.139 1.310 -5.966  C50 1.526, H56 1.095, H57 1.095, H58 1.094
50 C -3.555 2.778 -5.969  C49 1.526, N51 1.465, H59 1.097, H60 1.096
51 N -4.026 3.257 -4.666  C50 1.465, C52 1.466, C54 1.464
52 C -4.716 4.548 -4.735  N51 1.466, C53 1.524, H61 1.097, H62 1.098
53 C -3.906 5.758 -5.184  C52 1.524, H63 1.092, H64 1.095, H65 1.094
54 C -3.099 3.102 -3.544  N51 1.464, C55 1.525, H66 1.096, H67 1.098
55 C -1.719 3.738 -3.669  C54 1.525, H68 1.094, H69 1.095, H70 1.090
56 H -3.938 0.673 -5.571  C49 1.095
57 H -2.925 0.982 -6.988  C49 1.095
58 H -2.235 1.144 -5.373  C49 1.094
59 H -4.371 2.874 -6.696  C50 1.097
60 H -2.726 3.385 -6.349  C50 1.096
61 H -5.171 4.770 -3.761  C52 1.097
62 H -5.567 4.440 -5.420  C52 1.098
63 H -3.211 6.090 -4.411  C53 1.092
64 H -4.581 6.598 -5.384  C53 1.095
65 H -3.345 5.567 -6.104  C53 1.094
66 H -2.962 2.029 -3.361  C54 1.096
67 H -3.573 3.469 -2.624  C54 1.098
68 H -1.240 3.516 -4.626  C55 1.094
69 H -1.064 3.347 -2.882  C55 1.095
70 H -1.757 4.820 -3.542  C55 1.090
71 C 3.535 0.014 4.794  C72 1.526, H78 1.095, H79 1.095, H80 1.094
72 C 4.969 0.236 4.325  C71 1.526, N73 1.465, H81 1.097, H82 1.096
73 N 5.471 -0.824 3.446  C72 1.465, C74 1.466, C76 1.464
74 C 6.923 -0.785 3.254  N73 1.466, C75 1.524, H83 1.097, H84 1.098
75 C 7.510 0.437 2.556  C74 1.524, H85 1.092, H86 1.095, H87 1.094
76 C 4.687 -1.091 2.239  N73 1.464, C77 1.525, H88 1.096, H89 1.098
77 C 4.445 0.068 1.278  C76 1.525, H90 1.094, H91 1.095, H92 1.090
78 H 3.416 -0.974 5.253  C71 1.095
79 H 3.268 0.765 5.545  C71 1.095
80 H 2.819 0.105 3.972  C71 1.094
81 H 5.594 0.273 5.226  C72 1.097
82 H 5.043 1.223 3.853  C72 1.096
83 H 7.245 -1.686 2.718  C74 1.097
84 H 7.396 -0.867 4.242  C74 1.098
85 H 7.296 0.431 1.485  C75 1.092
86 H 8.600 0.431 2.661  C75 1.095
87 H 7.148 1.377 2.983  C75 1.094
88 H 3.711 -1.485 2.546  C76 1.096
89 H 5.144 -1.919 1.681  C76 1.098
90 H 4.108 0.974 1.791  C77 1.094
91 H 3.662 -0.207 0.563  C77 1.095
92 H 5.335 0.309 0.698  C77 1.090

Computed properties:
- net charge = +1
- LUMO energy (eV) = -3.51

---

ORCA calculation (ωB97M-V/def2-TZVPD) on 10 unconnected molecules or ions with the total composition C19H57O10.

Each atom is followed by the atoms it is bonded to, with distances in Å.
Positions of all 86 atoms, in Å:
1 C -0.064 -0.451 0.509  O2 1.410, H3 1.103, H4 1.101, H5 1.106
2 O 1.183 0.160 0.752  C1 1.410
3 H 0.042 -1.462 0.081  C1 1.103
4 H -0.613 -0.522 1.461  C1 1.101
5 H -0.675 0.158 -0.183  C1 1.106
6 C 4.354 -0.330 -0.775  C7 1.526, H9 1.094, H10 1.090, H11 1.090
7 C 3.792 -1.748 -0.715  C6 1.526, O8 1.424, H12 1.090, H13 1.095
8 O 3.042 -1.917 0.483  C7 1.424, H14 0.989
9 H 5.092 -0.124 -1.556  C6 1.094
10 H 4.838 -0.101 0.175  C6 1.090
11 H 3.537 0.359 -0.986  C6 1.090
12 H 4.600 -2.476 -0.784  C7 1.090
13 H 3.089 -1.891 -1.542  C7 1.095
14 H 2.356 -1.205 0.510  O8 0.989
15 C -0.099 2.645 -3.194  C16 1.541, H18 1.090, H19 1.093, H20 1.091
16 C 0.728 1.380 -2.894  C15 1.541, O17 1.404, H21 1.094, H22 1.094
17 O 1.445 1.570 -1.702  C16 1.404, H23 0.981
18 H -0.902 2.713 -2.460  C15 1.090
19 H -0.524 2.686 -4.200  C15 1.093
20 H 0.517 3.542 -3.123  C15 1.091
21 H 1.434 1.157 -3.699  C16 1.094
22 H 0.076 0.511 -2.769  C16 1.094
23 H 1.101 0.957 -1.018  O17 0.981
24 C 0.602 -5.880 1.453  C25 1.538, H27 1.087, H28 1.093, H29 1.092
25 C 1.118 -4.534 0.917  C24 1.538, O26 1.402, H30 1.094, H31 1.097
26 O 2.492 -4.427 1.174  C25 1.402, H32 0.984
27 H 0.705 -6.691 0.736  C24 1.087
28 H -0.434 -5.782 1.788  C24 1.093
29 H 1.139 -6.080 2.382  C24 1.092
30 H 0.587 -3.698 1.382  C25 1.094
31 H 0.947 -4.520 -0.166  C25 1.097
32 H 2.705 -3.513 0.878  O26 0.984
33 C 1.331 -2.916 4.110  C34 1.533, H36 1.091, H37 1.089, H38 1.093
34 C 0.709 -1.671 4.753  C33 1.533, O35 1.435, H39 1.095, H40 1.091
35 O 1.762 -0.768 5.119  C34 1.435, H41 0.962
36 H 1.940 -3.513 4.790  C33 1.091
37 H 1.967 -2.575 3.294  C33 1.089
38 H 0.499 -3.525 3.749  C33 1.093
39 H 0.006 -1.902 5.560  C34 1.095
40 H 0.059 -1.186 4.023  C34 1.091
41 H 2.128 -1.121 5.936  O35 0.962
42 C 3.537 4.594 -1.485  C43 1.506, H45 1.096, H46 1.092, H47 1.090
43 C 3.949 3.665 -0.373  C42 1.506, O44 1.420, H48 1.090, H49 1.097
44 O 2.794 3.023 0.149  C43 1.420, H50 0.978
45 H 4.381 5.082 -1.985  C42 1.096
46 H 2.935 5.403 -1.066  C42 1.092
47 H 2.972 4.075 -2.259  C42 1.090
48 H 4.406 4.168 0.479  C43 1.090
49 H 4.620 2.889 -0.762  C43 1.097
50 H 2.404 2.527 -0.598  O44 0.978
51 C -2.843 1.166 -2.243  C52 1.507, H54 1.090, H55 1.094, H56 1.089
52 C -2.492 0.689 -3.629  C51 1.507, O53 1.430, H57 1.094, H58 1.096
53 O -3.666 0.743 -4.443  C52 1.430, H59 0.960
54 H -3.279 2.166 -2.240  C51 1.090
55 H -1.901 1.313 -1.708  C51 1.094
56 H -3.478 0.476 -1.690  C51 1.089
57 H -2.112 -0.334 -3.712  C52 1.094
58 H -1.750 1.338 -4.106  C52 1.096
59 H -3.425 0.524 -5.346  O53 0.960
60 C -0.732 4.804 -0.158  C61 1.535, H63 1.090, H64 1.095, H65 1.089
61 C -0.778 3.501 0.652  C60 1.535, O62 1.410, H66 1.091, H67 1.097
62 O -0.200 3.713 1.920  C61 1.410, H68 0.961
63 H 0.284 5.196 -0.122  C60 1.090
64 H -1.331 5.544 0.383  C60 1.095
65 H -1.114 4.711 -1.174  C60 1.089
66 H -0.229 2.715 0.133  C61 1.091
67 H -1.782 3.087 0.802  C61 1.097
68 H -0.771 4.300 2.422  O62 0.961
69 C -2.078 -2.943 -1.800  C70 1.511, H72 1.089, H73 1.094, H74 1.088
70 C -2.474 -3.244 -0.374  C69 1.511, O71 1.419, H75 1.097, H76 1.095
71 O -3.877 -3.185 -0.163  C70 1.419, H77 0.960
72 H -2.641 -2.075 -2.140  C69 1.089
73 H -2.393 -3.792 -2.415  C69 1.094
74 H -0.999 -2.868 -1.923  C69 1.088
75 H -1.986 -2.483 0.249  C70 1.097
76 H -2.107 -4.201 0.010  C70 1.095
77 H -4.016 -3.280 0.782  O71 0.960
78 C -3.450 1.480 1.663  C79 1.525, H81 1.091, H82 1.091, H83 1.089
79 C -4.223 0.171 1.535  C78 1.525, O80 1.439, H84 1.094, H85 1.092
80 O -5.298 0.097 2.489  C79 1.439, H86 0.960
81 H -2.873 1.485 2.588  C78 1.091
82 H -4.088 2.362 1.723  C78 1.091
83 H -2.725 1.597 0.857  C78 1.089
84 H -3.534 -0.638 1.795  C79 1.094
85 H -4.631 -0.056 0.548  C79 1.092
86 H -5.613 -0.810 2.489  O80 0.960

Computed properties:
- net charge = -1
- relative energy (zero: lowest compared OMol25 entry of this formula, charge and spin) (kJ/mol) = 88.45
- LUMO energy (eV) = 2.40

---

Calculated values (eV) of calculated total energy for the records, taken in order: -7297.14795 -36958.29432 -41100.22496.
Calculated values (eV/A) of F_max for the records, taken in order: 4.1 3.5 2.1.
Calculated values (eV) of gap between HOMO and LUMO for the records, taken in order: 10.76 6.20 6.60.